Entry from OMol25: C3H5NOSe in the gas phase at a distorted geometry (the ωB97M-V functional and the def2-TZVPD basis).

Positions of all 11 atoms, in Å:
O 2.1593 -1.3720 -0.2078
C 1.0793 -0.8234 -0.1518
C -0.3247 -1.5714 0.1189
Se -1.7734 -0.3503 -0.1020
C -0.3947 1.1527 -0.2512
N 0.8360 0.5076 -0.0076
H -0.5124 -2.3380 -0.5838
H -0.2902 -1.7779 1.1691
H -0.5779 1.9295 0.5235
H -0.4891 1.3356 -1.3829
H 1.6732 1.1753 0.0772

Spin multiplicity   1
SMILES   O=C1C[Se]CN1
Net charge   0
E_tot   -72075.2089 eV
HOMO   -0.3178 Eh
Relative energy (zero: lowest compared OMol25 entry of this formula, charge and spin)   0.0 kcal per mole

natural (NBO) population analysis, charges in e, atoms 1 to 8: number 1, O, carries -0.582; number 2, C, carries 0.694; number 3, C, carries -0.677; number 4, Se, carries 0.219; number 5, C, carries -0.340; number 6, N, carries -0.655; number 7, H, carries 0.243; number 8, H, carries 0.242

---

Entry from OMol25: 2 unconnected molecules or ions with the total composition C6H14N2 at a distorted geometry (the ωB97M-V functional and the def2-TZVPD basis).

Positions of all 22 atoms, in Å:
C 0.9543 -0.2098 -2.1666
C 0.9473 -0.0703 -0.8219
C 1.6282 -1.1540 -0.0194
C 1.4186 1.3991 -0.3495
H 1.5049 -0.9136 -2.7706
H 0.4854 0.4599 -2.8709
H 0.8846 -1.6943 0.5629
H 2.3396 -0.8448 0.7448
H 2.0958 -1.8899 -0.6717
H 1.2869 2.1538 -1.1199
H 2.4685 1.3087 -0.0742
H 0.8518 1.7855 0.4932
C -2.0182 0.8369 -0.1451
C -1.2935 -0.0300 0.6436
N -1.6858 -1.3899 0.6485
N -0.8628 0.4599 1.9071
H -2.1017 1.8817 0.0954
H -2.7882 0.4580 -0.7941
H -1.4009 -1.9587 1.4340
H -2.6380 -1.6111 0.3977
H -1.4099 1.2391 2.2447
H -0.6666 -0.2161 2.6319

Spin multiplicity   1
SMILES   C=C(C)C.C=C(N)N
Net charge   0
E_tot   -9425.7190 eV
HOMO (spin up / spin down)   -0.2730 / -0.2731 Eh
Relative energy (zero: lowest compared OMol25 entry of this formula, charge and spin)   86.8 kcal per mole

natural (NBO) population analysis, charges in e, atoms 1 to 8: number 1, C, carries -0.383; number 2, C, carries 0.013; number 3, C, carries -0.655; number 4, C, carries -0.615; number 5, H, carries 0.184; number 6, H, carries 0.183; number 7, H, carries 0.207; number 8, H, carries 0.206

---

Entry from OMol25: 2 unconnected molecules or ions with the total composition C3HCl2NO2S at a distorted geometry (the ωB97M-V functional and the def2-TZVPD basis).

Positions of all 10 atoms, in Å:
C -0.3703 1.1139 -0.7505
C -1.6969 -0.3794 0.8186
C 1.5869 -0.0846 -0.2301
N -1.2004 0.3927 -0.2321
O -0.0318 2.0162 -1.4247
O -1.3664 -0.1468 1.9655
S -2.8595 -1.4604 0.2037
Cl 2.6375 0.3473 1.1331
Cl 2.4274 -0.8206 -1.6345
H 0.8737 -0.9784 0.1509

Spin multiplicity   1
Net charge   -2
E_tot   -44590.9187 eV
HOMO   0.0096 Eh
Relative energy (zero: lowest compared OMol25 entry of this formula, charge and spin)   13.2 kcal per mole

natural (NBO) population analysis, charges in e, atoms 1 to 8: number 1, C, carries 0.887; number 2, C, carries 0.477; number 3, C, carries -0.613; number 4, N, carries -0.654; number 5, O, carries -0.637; number 6, O, carries -0.671; number 7, S, carries -0.588; number 8, Cl, carries -0.171